DFT (ωB97M-V with the def2-TZVPD basis set) results for an isolated ion of composition C4H5N2 and charge +1.

The geometry in XYZ format:
```
11
Properties=species:S:1:pos:R:3:forces:R:3
C -1.4640 -1.1578 0.9368 2.0 -2.9 0.3
C 0.8338 0.8225 -0.8127 2.4 -2.1 -0.8
C -0.0044 -0.4343 -0.8556 2.5 1.5 -0.4
C 0.2363 1.9692 -0.0706 2.4 -0.3 2.7
N 1.2612 1.2598 0.5093 -6.1 2.3 -5.0
N -0.5842 -0.9526 0.0943 -0.5 0.8 0.8
H -2.3806 -0.7747 0.7171 -2.7 1.3 0.1
H -1.2652 -2.0153 1.5747 -0.3 0.5 0.8
H 1.5853 0.9392 -1.6802 -1.6 -0.2 1.3
H -0.0097 -1.0282 -1.7107 -0.1 -0.7 -1.9
H 1.7916 1.3722 1.2975 2.0 -0.2 2.1
```
Forces are in eV/Å.

Values from the calculation:
**F_max**: 8.19 eV/A
**2S+1**: 1
**Total charge**: +1
**ΔE to the lowest compared entry with this formula, charge and spin**: 95.68 kcal per mole